Formula: C36H32BeCl2N3O4PS
Source: OMol25
Level of theory: wB97M-V/def2-TZVPD

```
80
Properties=species:S:1:pos:R:3:forces:R:3:mulliken_charge:R:1
Be 0.842 -0.177 -0.356 0.496 0.126 -0.248 -0.423
O 2.576 1.168 2.373 -0.038 0.024 0.091 -0.659
C 1.607 1.292 1.646 -0.102 -0.058 -0.101 -0.026
O 0.977 0.303 1.094 -0.132 0.004 0.449 0.369
C 1.049 2.674 1.372 0.035 -0.062 -0.129 0.548
C 1.236 3.637 2.363 0.025 -0.016 -0.001 -0.690
C 0.770 4.927 2.196 -0.017 0.025 -0.019 -0.581
C 0.137 5.283 1.010 0.008 0.024 0.006 -0.827
C -0.034 4.342 0.014 0.042 -0.046 -0.004 -0.264
C 0.401 3.024 0.183 -0.059 0.016 -0.001 -0.203
P 0.153 1.859 -1.220 0.005 0.138 0.073 1.227
C -1.642 1.960 -1.523 -0.051 -0.035 0.198 0.272
C -2.200 1.568 -2.740 0.039 -0.079 0.016 -0.464
C -3.575 1.597 -2.927 0.053 -0.006 -0.014 -0.786
C -4.410 1.991 -1.893 -0.025 -0.033 0.056 -0.561
C -3.869 2.316 -0.657 -0.050 -0.050 -0.023 -0.749
C -2.496 2.294 -0.470 0.017 0.122 -0.105 -0.663
C 0.984 2.817 -2.545 0.003 -0.044 -0.027 0.281
C 2.365 2.970 -2.397 -0.004 -0.013 -0.028 -0.420
C 3.100 3.683 -3.329 -0.006 0.018 -0.018 -0.768
C 2.468 4.253 -4.427 0.019 0.000 0.018 -0.532
C 1.097 4.121 -4.573 -0.029 -0.018 -0.005 -0.762
C 0.356 3.409 -3.637 0.011 0.071 0.095 -0.032
H 1.755 3.342 3.265 0.006 0.000 -0.014 0.513
H 0.907 5.660 2.980 0.004 -0.016 -0.009 0.408
H -0.214 6.297 0.861 -0.006 -0.014 0.008 0.432
H -0.514 4.625 -0.916 0.008 0.012 0.006 0.459
H -1.564 1.222 -3.545 0.043 0.028 -0.037 0.610
H -3.993 1.308 -3.883 0.015 0.001 -0.005 0.421
H -5.482 2.024 -2.044 0.007 -0.009 0.015 0.432
H -4.517 2.587 0.166 0.008 0.005 -0.006 0.425
H -2.084 2.557 0.496 -0.028 -0.012 -0.009 0.477
H 2.864 2.527 -1.544 0.018 -0.036 -0.008 0.241
H 4.169 3.795 -3.200 -0.011 -0.015 0.010 0.429
H 3.042 4.806 -5.159 -0.004 -0.010 0.014 0.373
H 0.596 4.578 -5.416 -0.008 -0.008 0.016 0.418
H -0.716 3.355 -3.749 -0.073 -0.065 -0.025 0.463
C 3.713 -2.428 2.115 -0.062 0.084 -0.036 -1.260
N 3.167 -1.933 0.869 0.646 0.287 0.008 0.153
C 3.621 -0.866 0.240 -0.040 -0.112 0.506 0.567
S 2.874 -0.336 -1.220 -0.066 0.004 -0.171 -0.471
N 4.661 -0.206 0.777 0.115 0.093 -0.228 -0.177
C 5.132 1.082 0.292 -0.063 -0.091 0.038 -0.858
H 3.304 -3.419 2.291 -0.039 -0.015 0.016 0.348
H 3.444 -1.787 2.960 -0.009 0.045 -0.036 0.307
H 4.800 -2.507 2.053 0.018 -0.058 0.012 0.449
H 2.311 -2.372 0.506 -0.139 -0.024 0.039 0.346
H 4.819 -0.374 1.757 -0.006 -0.014 0.005 0.249
H 5.222 1.057 -0.790 0.017 -0.003 -0.020 0.373
H 6.112 1.271 0.725 0.000 0.003 0.005 0.369
H 4.450 1.884 0.581 -0.008 0.002 0.001 0.209
Cl -2.389 -1.689 2.559 -0.027 -0.005 -0.003 -0.158
C -1.360 -3.051 2.887 0.065 -0.007 -0.045 1.083
C -0.379 -2.869 3.847 0.032 0.027 0.010 -0.785
C 0.474 -3.901 4.196 0.031 0.019 0.011 -0.496
C 0.355 -5.120 3.550 0.001 0.001 -0.051 -0.735
C -0.612 -5.283 2.579 -0.015 0.032 0.030 0.745
Cl -0.706 -6.828 1.772 -0.024 0.005 -0.003 -0.282
C -1.523 -4.273 2.218 0.004 -0.021 -0.057 -0.673
N -2.528 -4.567 1.314 0.032 0.027 0.052 -0.045
C -3.183 -3.658 0.423 0.028 -0.017 0.038 -0.325
C -4.529 -3.398 0.640 -0.091 0.037 -0.024 -0.448
C -5.224 -2.537 -0.191 0.034 -0.036 0.000 -0.638
C -4.558 -1.925 -1.243 0.077 0.041 0.002 -0.657
C -3.220 -2.205 -1.475 -0.062 0.041 -0.029 -0.715
C -2.517 -3.093 -0.666 0.040 0.021 -0.018 1.056
C -1.100 -3.476 -1.013 0.053 0.048 -0.064 -1.423
C -0.010 -2.574 -0.457 -0.164 0.294 0.393 0.833
O 0.904 -3.059 0.205 -0.260 -0.346 -0.233 -0.925
O -0.132 -1.317 -0.724 -0.362 -0.265 -0.293 0.493
H -0.303 -1.902 4.326 -0.002 -0.009 -0.022 0.360
H 1.220 -3.759 4.965 0.003 0.014 -0.030 0.430
H 1.012 -5.946 3.783 -0.018 0.002 -0.003 0.422
H -2.507 -5.523 1.000 -0.007 -0.036 -0.032 0.317
H -5.016 -3.868 1.485 0.030 0.003 0.002 0.472
H -6.275 -2.342 -0.017 0.021 0.012 0.010 0.402
H -5.083 -1.236 -1.891 -0.003 0.034 -0.029 0.428
H -2.710 -1.737 -2.310 -0.002 -0.022 0.036 0.339
H -0.994 -3.433 -2.099 0.004 -0.043 -0.021 0.529
H -0.877 -4.489 -0.688 -0.001 -0.021 -0.001 0.399
```
Positions in Å, forces in eV/Å.

Output
M ... 713.628 g/mol
ΔE to the lowest compared entry with this formula, charge and spin ... 23.9 kJ/mol
Kohn-Sham gap ... 0.3137 Ha
LUMO ... 0.60 eV
Maximum force ... 0.71 eV/A

***

Formula: C36H32Br2N4PTeTi
Source: OMol25
Level of theory: wB97M-V/def2-TZVPD

```
77
Properties=species:S:1:pos:R:3:forces:R:3:mulliken_charge:R:1
Ti -0.693 1.035 0.371 0.669 0.006 0.040 0.478
N 1.941 2.857 -0.832 0.050 0.008 0.093 -0.024
P 1.809 1.259 -0.215 -0.321 0.054 -0.106 1.514
C 3.504 0.698 -0.038 -0.047 -0.029 0.036 0.272
C 4.366 0.613 -1.132 -0.004 0.004 0.005 -0.337
C 5.669 0.183 -0.945 0.005 0.005 -0.021 -0.800
C 6.105 -0.177 0.324 0.001 -0.007 0.033 -0.446
C 5.245 -0.109 1.410 0.013 -0.008 -0.001 -0.731
C 3.941 0.328 1.231 -0.007 0.009 -0.002 -0.263
C 1.112 0.335 -1.622 0.066 -0.003 -0.030 -0.418
C 1.344 -1.039 -1.738 0.029 0.009 -0.019 -0.305
C 0.680 -1.781 -2.697 0.003 0.016 -0.010 -0.732
C -0.247 -1.169 -3.536 -0.002 0.022 0.010 -0.720
C -0.493 0.189 -3.426 -0.017 -0.015 -0.013 -0.709
C 0.182 0.948 -2.471 -0.024 -0.018 0.049 -0.126
C 0.930 3.757 -0.603 0.004 -0.063 -0.033 0.090
C 1.108 5.125 -0.855 -0.005 0.031 0.004 -0.887
C 0.068 5.988 -0.616 -0.004 -0.055 0.007 -0.391
C -1.140 5.488 -0.120 0.010 -0.016 -0.007 -1.064
C -1.233 4.138 0.099 -0.037 0.044 -0.003 -0.252
N -0.234 3.265 -0.146 -0.139 -0.085 0.110 0.656
H 2.800 3.211 -1.225 -0.023 0.002 -0.026 0.256
H 4.014 0.863 -2.126 0.000 -0.001 -0.010 0.434
H 6.342 0.115 -1.789 0.009 -0.001 -0.014 0.418
H 7.121 -0.521 0.466 0.015 -0.003 -0.007 0.400
H 5.584 -0.405 2.393 0.006 -0.003 0.003 0.446
H 3.251 0.357 2.066 0.000 -0.002 -0.002 0.321
H 2.048 -1.525 -1.074 -0.004 0.006 -0.022 0.471
H 0.868 -2.843 -2.773 0.019 -0.005 0.002 0.595
H -0.769 -1.755 -4.280 -0.007 -0.009 -0.010 0.429
H -1.190 0.672 -4.099 -0.001 0.006 0.000 0.504
H 0.036 2.023 -2.445 -0.008 -0.030 0.019 0.330
H 2.059 5.482 -1.225 0.016 -0.007 -0.004 0.439
H 0.188 7.046 -0.802 0.010 0.015 -0.006 0.430
H -1.979 6.134 0.086 -0.015 0.009 0.004 0.459
H -2.149 3.706 0.483 0.024 -0.003 -0.002 0.323
Br -7.521 1.002 0.535 0.029 -0.004 -0.021 -0.114
C -5.649 1.045 0.432 -0.019 0.015 0.030 -0.442
C -5.008 0.832 -0.779 0.015 0.009 0.051 -0.693
C -3.629 0.878 -0.789 -0.090 -0.020 -0.038 -0.474
N -2.896 1.118 0.302 -0.014 -0.019 0.107 0.831
C -3.525 1.323 1.479 0.063 0.049 -0.100 0.430
C -4.908 1.299 1.574 0.016 -0.062 -0.059 -0.613
C -2.643 1.618 2.635 0.139 0.033 -0.023 0.630
C -3.123 1.796 3.923 0.056 0.017 0.006 -1.095
C -2.221 2.102 4.929 -0.026 -0.009 -0.016 -0.196
Br -2.834 2.345 6.684 0.008 0.001 0.001 -0.124
C -0.872 2.227 4.634 -0.045 -0.024 -0.060 -0.832
C -0.477 2.018 3.327 -0.013 -0.007 0.049 -0.443
N -1.331 1.716 2.345 -0.175 -0.032 0.005 0.799
H -5.562 0.633 -1.684 -0.002 -0.002 -0.010 0.482
H -3.082 0.708 -1.710 0.016 0.006 0.036 0.314
H -5.413 1.473 2.511 0.011 -0.004 0.017 0.573
H -4.171 1.693 4.156 -0.012 0.006 0.003 0.524
H -0.148 2.466 5.397 0.013 0.000 0.017 0.456
H 0.569 2.077 3.048 -0.041 -0.006 -0.016 0.426
C 0.161 -6.405 -2.175 -0.003 0.004 0.011 -1.730
C 0.131 -5.188 -1.292 -0.037 -0.024 -0.032 0.498
C -0.972 -4.349 -1.255 0.005 -0.042 0.012 -1.099
C -1.022 -3.236 -0.422 0.021 -0.017 0.028 1.048
C -2.218 -2.334 -0.511 0.002 0.018 -0.002 -1.135
C 0.060 -2.959 0.422 -0.033 0.048 -0.002 0.002
Te -0.014 -1.334 1.793 -0.171 0.171 -0.072 -0.053
C 1.192 -3.787 0.390 -0.013 0.005 -0.002 1.280
C 2.395 -3.523 1.251 -0.024 -0.002 0.004 -1.626
C 1.208 -4.879 -0.472 0.033 0.013 0.011 -0.942
H -0.653 -6.388 -2.899 0.000 -0.005 -0.009 0.365
H 0.060 -7.313 -1.580 -0.002 -0.017 -0.009 0.377
H 1.104 -6.475 -2.719 0.006 -0.010 -0.010 0.372
H -1.820 -4.563 -1.897 -0.016 0.000 -0.010 0.278
H -2.989 -2.772 -1.144 -0.009 0.000 -0.011 0.427
H -1.919 -1.376 -0.959 -0.033 -0.013 0.035 -0.150
H -2.638 -2.123 0.474 -0.002 0.039 -0.018 0.276
H 2.807 -2.529 1.056 0.017 0.013 0.020 0.197
H 3.172 -4.264 1.069 0.005 -0.010 -0.003 0.409
H 2.131 -3.548 2.310 0.023 0.009 0.005 0.355
H 2.086 -5.516 -0.492 0.016 -0.005 0.009 0.360
```
Positions in Å, forces in eV/Å.

Output
M ... 886.929 g/mol
ΔE to the lowest compared entry with this formula, charge and spin ... 27.3 kJ/mol
Kohn-Sham gap (spin up / spin down) ... 0.2015 / 0.2086 Ha
LUMO (spin up / spin down) ... -3.29 / -3.42 eV
Net charge ... +1
Maximum force ... 0.67 eV/A
Spin multiplicity ... 3
⟨S²⟩ ... 2.01

***

Formula: C36H32Cl2InNO11PS
Source: OMol25
Level of theory: wB97M-V/def2-TZVPD

```
85
Properties=species:S:1:pos:R:3:forces:R:3:mulliken_charge:R:1
In -0.792 -1.191 -0.477 0.633 -0.264 0.243 0.900
C -5.044 0.203 2.661 -0.093 -0.009 0.030 -0.597
C -4.752 1.164 1.709 -0.149 0.077 0.050 -0.534
C -3.437 1.501 1.445 0.109 -0.025 0.027 -0.757
C -2.401 0.876 2.129 0.174 0.166 -0.045 0.828
C -2.702 -0.063 3.109 -0.054 0.042 0.031 -0.270
C -4.018 -0.398 3.369 0.012 -0.081 0.158 -0.650
P -0.673 1.333 1.695 -0.038 0.246 0.925 0.734
C -0.302 2.479 3.095 -0.057 0.001 -0.219 0.042
C -1.236 2.950 4.010 -0.008 -0.128 -0.081 -0.609
C -0.857 3.844 4.998 -0.015 0.154 0.126 -0.805
C 0.451 4.290 5.080 -0.031 0.016 0.117 -0.489
C 1.390 3.825 4.171 0.116 0.066 0.032 -0.679
C 1.010 2.940 3.182 -0.075 -0.002 -0.058 0.037
C 0.148 -0.185 2.331 0.421 0.243 0.437 0.895
C 0.761 -0.269 3.581 -0.102 0.225 -0.005 -0.832
C 1.359 -1.444 4.002 0.074 -0.105 0.115 -0.878
C 1.361 -2.555 3.177 -0.017 -0.073 0.002 -0.949
C 0.742 -2.484 1.936 0.180 -0.394 0.217 -0.683
C 0.149 -1.311 1.523 -0.725 0.201 -1.464 -0.045
H -6.068 -0.090 2.843 -0.075 0.014 0.010 0.339
H -5.551 1.637 1.160 -0.069 0.026 -0.103 0.372
H -3.205 2.226 0.678 0.010 0.019 -0.095 0.301
H -1.907 -0.548 3.657 0.009 -0.052 0.003 0.439
H -4.237 -1.143 4.121 -0.042 -0.067 0.023 0.374
H -2.260 2.613 3.950 -0.063 -0.036 0.036 0.422
H -1.589 4.191 5.716 -0.061 0.049 0.006 0.411
H 0.737 5.000 5.844 0.028 0.002 0.056 0.371
H 2.417 4.156 4.239 0.074 0.054 -0.041 0.419
H 1.730 2.584 2.459 0.167 -0.006 -0.070 0.325
H 0.760 0.589 4.238 0.015 0.003 0.091 0.465
H 1.801 -1.497 4.988 0.092 0.026 0.050 0.374
H 1.827 -3.477 3.500 0.025 -0.050 0.021 0.386
H 0.709 -3.353 1.294 0.016 -0.037 -0.003 0.553
O -4.557 -2.877 -0.582 -0.430 -0.861 -0.035 -0.805
Cl -3.565 -1.870 -0.613 -3.560 -0.381 -0.037 1.839
O -4.154 -0.624 -0.908 -0.331 1.066 -0.363 -0.604
O -2.907 -1.813 0.651 1.501 0.164 1.159 -0.564
O -2.597 -2.197 -1.625 2.085 0.027 -0.923 -0.642
C 3.838 0.964 0.836 -0.139 -0.044 -0.025 -0.911
C 3.985 0.115 -0.409 -0.564 -0.438 0.028 -0.743
S 2.288 -0.596 -0.816 2.478 0.044 -0.938 0.913
O 1.363 0.512 -0.515 -1.306 0.850 0.218 -0.289
C 2.484 -0.553 -2.633 -0.076 -0.332 0.305 -0.432
C 3.313 -1.737 -3.082 0.039 -0.015 0.001 -1.247
H 4.795 1.373 1.154 0.076 -0.030 -0.004 0.450
H 3.412 0.374 1.645 -0.031 0.020 0.193 0.228
H 3.160 1.786 0.620 -0.045 0.079 0.105 0.076
H 4.642 -0.739 -0.248 0.051 -0.047 -0.041 0.384
H 4.357 0.711 -1.240 -0.101 -0.056 -0.186 0.429
H 2.916 0.409 -2.905 -0.026 0.089 0.068 0.723
H 1.467 -0.623 -3.016 0.022 0.096 0.084 0.186
H 4.339 -1.674 -2.723 0.128 -0.029 0.003 0.363
H 3.335 -1.795 -4.168 0.033 -0.020 -0.073 0.399
H 2.862 -2.653 -2.703 0.031 -0.113 -0.043 0.173
O -0.646 0.255 -2.725 0.166 -0.625 -0.058 -0.666
C -1.208 1.045 -1.970 0.145 1.238 -0.951 0.530
O -1.711 0.768 -0.856 -0.158 -0.961 0.680 0.040
C -1.233 2.514 -2.338 -0.107 -0.104 -0.029 -0.387
C -2.180 3.066 -3.191 0.091 -0.078 0.110 -0.298
C -2.120 4.413 -3.525 0.060 -0.062 0.023 -0.697
C -1.107 5.208 -3.030 0.259 0.126 0.204 -0.454
C -0.180 4.650 -2.153 -1.062 -0.866 -0.583 -0.268
C -0.237 3.311 -1.793 0.134 0.224 0.005 0.084
N 0.866 5.478 -1.628 0.672 0.562 0.240 1.074
O 1.675 4.981 -0.873 0.138 -0.138 0.165 -0.602
O 0.896 6.644 -1.979 0.020 0.237 -0.027 -0.669
H -2.963 2.438 -3.589 -0.070 -0.061 -0.049 0.557
H -2.861 4.850 -4.179 -0.058 -0.024 -0.091 0.387
H -1.009 6.247 -3.305 -0.068 0.014 0.037 0.498
H 0.487 2.888 -1.111 0.027 -0.029 0.045 0.507
Cl 2.156 -7.698 -5.437 0.089 -0.126 -0.130 -0.240
C 1.524 -6.526 -4.323 -0.083 0.122 0.125 0.448
C 1.434 -6.852 -2.979 0.031 -0.014 -0.074 -0.716
C 0.921 -5.916 -2.097 -0.107 0.162 -0.023 -0.368
C 0.534 -4.662 -2.553 -0.005 0.091 0.012 -0.048
C 0.628 -4.353 -3.906 0.004 -0.106 0.127 -0.037
C 1.116 -5.289 -4.800 0.057 -0.111 -0.058 -0.853
C 0.085 -3.600 -1.579 0.534 -1.252 -0.104 0.702
O -0.448 -3.912 -0.520 -0.397 0.026 0.299 -0.697
O 0.391 -2.422 -1.924 -0.635 1.355 0.012 -0.680
H 1.773 -7.818 -2.632 -0.036 -0.039 -0.025 0.407
H 0.817 -6.145 -1.046 0.015 0.016 0.052 0.468
H 0.304 -3.376 -4.238 0.068 0.039 -0.033 0.433
H 1.201 -5.071 -5.855 -0.042 0.013 -0.020 0.409
```
Positions in Å, forces in eV/Å.

Output
M ... 903.413 g/mol
ΔE to the lowest compared entry with this formula, charge and spin ... 99.1 kJ/mol
Kohn-Sham gap ... 0.2637 Ha
LUMO ... 1.58 eV
Net charge ... -1
Maximum force ... 3.58 eV/A